ORCA calculation (wB97M-V/def2-TZVPD) on C7H11N in the gas phase.

Charge: 0
Relative energy (zero: lowest compared OMol25 entry of this formula, charge and spin) in kcal per mole: 138.70
LUMO in eV: 0.92
Frontier orbital gap in eV: 9.108
HOMO energy in eV: -8.189
Energy in eV: -8921.7139

Each line ends with the Löwdin charge.
Atoms and positions in Å:
C  0.027  -1.651  -0.258  -0.192
C  -1.282  -1.299  -0.429  -0.113
C  -1.727  -0.029  0.347  -0.233
N  -1.057  1.127  -0.273  -0.143
C  0.078  1.705  0.139  -0.315
C  1.469  0.974  -0.351  -0.078
C  1.862  -0.235  -0.086  -0.155
C  0.871  -1.040  0.766  -0.243
H  0.457  -2.500  -1.015  0.154
H  -1.705  -1.766  -1.456  0.133
H  -1.247  -0.085  1.505  0.137
H  -2.972  0.354  0.597  0.176
H  -1.718  1.991  -0.635  0.190
H  0.241  2.702  -0.209  0.090
H  0.214  1.962  1.245  0.126
H  1.867  1.671  -1.042  0.071
H  2.766  -0.749  -0.710  0.153
H  1.410  -1.826  1.501  0.152
H  0.301  -0.189  1.363  0.092

***

ORCA calculation (wB97M-V/def2-TZVPD) on a molecular structure, C19H32BErN8S.

Charge: +2
Spin multiplicity: 4
LUMO (alpha / beta) in eV: -5.57 / -5.46
Frontier orbital gap (alpha / beta) in eV: 9.033 / 9.136
HOMO energy (alpha / beta) in eV: -14.599 / -14.599
Energy in eV: -71267.1187

Each line ends with the Löwdin charge.
Atoms and positions in Å:
Er  -0.186  -0.006  0.140  1.335
C  0.215  -3.316  1.858  -0.040
C  1.550  -2.637  2.148  -0.321
C  1.261  -1.378  2.992  -0.049
C  2.223  -2.273  0.839  -0.254
C  3.313  -2.862  0.226  0.049
C  3.364  -2.208  -1.000  -0.013
N  2.437  -1.273  -1.050  -0.025
N  1.725  -1.233  0.113  -0.036
B  2.092  -0.308  -2.193  -0.509
N  0.731  -0.706  -2.712  -0.005
C  0.344  -1.014  -3.940  -0.006
C  -1.044  -1.123  -3.995  0.055
C  -1.452  -0.835  -2.675  -0.297
N  -0.388  -0.555  -1.963  -0.076
C  -2.818  -0.763  -2.156  -0.380
C  -3.340  -2.236  -1.949  -0.019
C  -3.656  -0.004  -3.134  -0.052
N  2.103  1.154  -1.618  -0.019
C  2.971  2.126  -1.984  -0.029
C  2.766  3.289  -1.251  0.036
C  1.624  2.983  -0.497  -0.226
N  1.232  1.680  -0.666  -0.037
C  0.790  3.883  0.455  -0.350
C  0.948  3.473  1.927  -0.060
C  -0.655  3.923  0.005  -0.062
H  -0.439  -3.482  2.669  0.069
H  0.360  -4.211  1.252  0.105
H  -0.436  -2.608  1.276  0.055
H  2.221  -3.329  2.673  0.157
H  0.538  -0.699  2.479  0.005
H  2.145  -0.807  3.285  0.103
H  0.664  -1.566  3.876  0.078
H  3.921  -3.709  0.566  0.137
H  3.955  -2.300  -1.909  0.151
H  2.944  -0.245  -3.050  0.140
H  1.041  -1.119  -4.800  0.164
H  -1.680  -1.395  -4.827  0.127
H  -2.847  -0.262  -1.133  0.117
H  -3.627  -2.712  -2.904  0.105
H  -4.320  -2.155  -1.491  0.082
H  -2.760  -2.877  -1.335  0.065
H  -3.736  -0.513  -4.089  0.092
H  -3.385  1.059  -3.200  0.104
H  -4.684  -0.044  -2.708  0.106
H  3.727  2.037  -2.788  0.152
H  3.336  4.186  -1.147  0.118
H  1.267  4.922  0.335  0.171
H  0.437  2.562  2.232  0.044
H  0.648  4.334  2.588  0.110
H  1.968  3.505  2.187  0.067
H  -1.100  2.902  0.063  0.046
H  -0.798  4.210  -1.044  0.099
H  -1.227  4.641  0.545  0.081
N  -2.208  -0.906  4.253  0.143
C  -2.050  0.265  3.638  -0.820
N  -1.645  1.292  4.354  0.183
S  -2.290  0.385  1.898  0.555
H  -2.301  -0.886  5.254  0.132
H  -2.697  -1.674  3.786  0.133
H  -1.662  1.266  5.335  0.125
H  -1.429  2.147  3.958  0.089